The following is a quantum chemistry calculation of C8H10N2O2S in the gas phase at a distorted geometry, from the Open Molecules 2025 dataset.

The energy above the lowest of the compared OMol25 structures with the same formula, charge and spin comes out at 123.2 kcal/mol. As for the LUMO energy (alpha / beta): -1.55 / -1.55 eV. Its orbital gap (alpha / beta) is 0.2636 / 0.2637 hartree.

Geometry as ORCA input:
```
! RIJCOSX wB97M-V def2-TZVPD def2/J DEFGRID3
* xyz 0 1
C 0.571 -2.003 -1.201
C 1.767 -1.512 -0.700
C -0.404 -1.215 -1.762
C 1.977 -0.121 -0.674
C -1.396 1.288 -0.222
C -0.152 0.218 -1.896
C 1.048 0.714 -1.237
C -1.354 0.688 2.859
N -1.433 0.747 -1.399
N -0.340 1.320 0.595
O 1.248 0.465 2.299
O -0.254 -1.158 1.308
S -0.044 0.188 1.726
H 0.451 -3.096 -1.175
H 2.542 -2.127 -0.451
H -1.285 -1.573 -2.145
H 2.848 0.350 -0.406
H -2.247 1.953 0.021
H -0.089 0.582 -2.978
H 1.398 1.707 -1.595
H -1.875 -0.037 3.433
H -0.916 1.421 3.483
H -2.063 1.201 2.118
*
```


The following is a quantum chemistry calculation of a molecular structure, C8H10N2O5V, from the Open Molecules 2025 dataset.

The energy above the lowest of the compared OMol25 structures with the same formula, charge and spin comes out at 8.8 kcal/mol. Its expectation value of S² is 0.945. As for the LUMO energy (alpha / beta): -0.24 / -0.26 eV. Its orbital gap (alpha / beta) is 0.2407 / 0.1985 hartree.

Geometry as ORCA input:
```
! RIJCOSX wB97M-V def2-TZVPD def2/J DEFGRID3
* xyz 0 2
V 1.618 1.630 0.872
O -1.117 -0.613 2.474
C -2.204 -0.519 1.573
N -2.382 -1.779 0.904
C -1.890 -2.152 -0.313
O -2.216 -3.190 -0.857
C -0.930 -1.210 -0.970
C -1.031 -0.932 -2.326
C -0.176 0.005 -2.882
C 0.743 0.637 -2.060
N 0.882 0.329 -0.767
C 0.078 -0.602 -0.247
H -0.916 0.272 2.814
H -2.022 0.260 0.830
H -3.127 -0.275 2.103
H -2.950 -2.483 1.349
H -1.786 -1.433 -2.919
H -0.241 0.274 -3.927
H 1.378 1.429 -2.438
H 0.211 -0.809 0.807
O 3.395 1.471 3.415
C 2.759 1.533 2.451
O 3.551 1.915 -0.314
H 3.890 1.522 -1.124
H 4.220 2.500 0.045
O 0.265 2.221 1.507
*
```


The following is a quantum chemistry calculation of a molecular structure, C8H10N2O8P2PbS4, from the Open Molecules 2025 dataset.

The energy above the lowest of the compared OMol25 structures with the same formula, charge and spin comes out at 6.2 kcal/mol. As for the LUMO energy: 4.32 eV. Its orbital gap is 0.2586 hartree.

Geometry as ORCA input:
```
! RIJCOSX wB97M-V def2-TZVPD def2/J DEFGRID3
* xyz -2 1
Pb 0.465 0.396 1.347
C -2.402 -3.497 -0.425
C -1.409 -2.702 -1.261
O -1.500 -3.164 -2.616
P -1.864 -0.939 -1.231
O -3.325 -0.927 -1.908
O -1.012 -0.203 -2.355
O -1.876 -0.279 0.091
P 0.308 -2.980 -0.594
O 1.149 -2.388 -1.862
O 0.508 -4.441 -0.483
O 0.494 -2.033 0.552
H -3.406 -3.412 -0.845
H -2.410 -3.129 0.603
H -2.085 -4.539 -0.426
H -0.669 -2.924 -3.048
H -3.812 -0.174 -1.555
H -0.106 0.017 -2.064
H 1.541 -1.534 -1.636
S 3.211 0.965 1.368
C 3.170 0.847 -0.345
S 1.622 0.834 -1.138
C 4.341 0.780 -1.096
C 4.329 0.692 -2.518
N 4.366 0.617 -3.669
C 5.632 0.817 -0.493
N 6.697 0.859 -0.050
C -2.012 4.742 4.148
O -1.733 4.392 2.801
C -0.941 3.320 2.548
S -0.239 2.460 3.812
S -0.763 2.998 0.902
H -2.768 5.523 4.092
H -1.117 5.120 4.645
H -2.381 3.886 4.711
*
```


The following is a quantum chemistry calculation of 2 unconnected molecules or ions with the total composition C8H10N2OS2 at a distorted geometry, from the Open Molecules 2025 dataset.

The energy above the lowest of the compared OMol25 structures with the same formula, charge and spin comes out at 164.3 kcal/mol. As for the LUMO energy (alpha / beta): -1.20 / -1.21 eV. Its orbital gap (alpha / beta) is 0.2283 / 0.2281 hartree.

Geometry as ORCA input:
```
! RIJCOSX wB97M-V def2-TZVPD def2/J DEFGRID3
* xyz 0 1
C -1.505 2.388 -0.888
C 2.271 -1.638 -0.357
C 0.187 -0.466 -0.078
C 0.841 1.550 -0.789
C -1.281 -2.523 -0.538
C -1.970 -0.471 1.076
C 2.592 2.121 0.728
C -1.176 -0.978 -0.167
N -2.596 2.526 -1.266
N 1.082 -1.287 -0.304
O 2.088 1.387 -0.384
S 3.508 -2.529 -0.681
S -0.217 2.695 0.053
H -1.009 -3.189 0.296
H -2.315 -2.822 -0.859
H -0.578 -2.724 -1.453
H -1.580 -0.719 2.038
H -1.872 0.596 0.985
H -3.029 -0.531 0.984
H 3.635 1.700 0.822
H 1.930 2.081 1.516
H 2.618 3.230 0.393
H -1.626 -0.396 -1.127
*
```


The following is a quantum chemistry calculation of a gas-phase ion, C8H10N2P (charge +1) at a distorted geometry, from the Open Molecules 2025 dataset.

The energy above the lowest of the compared OMol25 structures with the same formula, charge and spin comes out at 0.0 kcal/mol. As for the LUMO energy: -3.43 eV. Its orbital gap is 0.3536 hartree. The SMILES is Cc1[nH]c2ccccc2[n+]1P.

Geometry as ORCA input:
```
! RIJCOSX wB97M-V def2-TZVPD def2/J DEFGRID3
* xyz 1 1
C -1.308 2.686 -0.781
C -0.116 2.526 -1.515
C -1.707 1.762 0.180
C 0.685 1.391 -1.379
C -0.943 0.600 0.293
C 0.277 0.521 -0.412
C -0.034 -1.400 0.935
C -0.012 -2.670 1.733
N -1.135 -0.650 0.892
N 0.918 -0.899 0.147
P 2.459 -1.550 -0.330
H -1.914 3.516 -1.010
H 0.188 3.175 -2.347
H -2.638 1.871 0.766
H 1.624 1.276 -1.916
H 0.063 -3.526 1.098
H 1.023 -2.766 2.158
H -0.889 -2.894 2.353
H -2.050 -1.035 1.301
H 3.455 -0.471 -0.459
H 2.055 -1.465 -1.708
*
```


The following is a quantum chemistry calculation of C8H10N2S in the gas phase at a distorted geometry, from the Open Molecules 2025 dataset.

The energy above the lowest of the compared OMol25 structures with the same formula, charge and spin comes out at 181.0 kcal/mol. As for the LUMO energy (alpha / beta): -0.48 / -0.55 eV. Its orbital gap (alpha / beta) is 0.2702 / 0.2529 hartree.

Geometry as ORCA input:
```
! RIJCOSX wB97M-V def2-TZVPD def2/J DEFGRID3
* xyz 0 1
C -0.758 -1.458 -1.436
C -2.115 0.931 0.935
C 1.442 1.316 -0.676
C 0.377 -1.539 -0.754
C -1.365 1.924 0.512
C -1.961 -0.935 -0.636
C -1.696 -0.494 0.829
C 2.970 0.347 0.663
N 1.299 -1.126 -0.047
N 1.760 0.146 -0.088
S -0.116 2.034 -0.653
H -0.787 -1.835 -2.401
H -2.992 1.263 1.476
H 2.157 2.035 -0.733
H -2.351 -0.168 -1.328
H -2.844 -1.534 -0.748
H -0.704 -0.753 0.985
H -2.302 -1.272 1.514
H 3.639 0.809 0.076
H 3.498 -0.617 1.034
H 2.849 0.925 1.477
*
```


The following is a quantum chemistry calculation of C8H10N4O in the gas phase at a distorted geometry, from the Open Molecules 2025 dataset.

The energy above the lowest of the compared OMol25 structures with the same formula, charge and spin comes out at 0.0 kcal/mol. As for the LUMO energy: 0.30 eV. Its orbital gap is 0.3230 hartree. The SMILES is CCCc1ncc2cn[nH]c(=O)n12.

Geometry as ORCA input:
```
! RIJCOSX wB97M-V def2-TZVPD def2/J DEFGRID3
* xyz 0 1
C 2.827 0.210 1.000
C 2.622 -0.570 -0.326
C 1.174 -1.007 -0.438
C 0.225 0.147 -0.578
C -0.666 2.080 -0.518
C -1.741 1.231 -0.380
C -2.994 1.200 0.219
C -1.817 -1.247 -0.268
H 2.332 1.182 1.059
H 2.461 -0.430 1.833
H 3.912 0.420 1.198
H 2.948 0.049 -1.152
H 3.274 -1.489 -0.324
H 1.071 -1.750 -1.237
H 0.858 -1.453 0.519
H -0.617 3.204 -0.475
H -3.553 2.091 0.361
H -3.625 -1.918 0.376
N 0.523 1.421 -0.627
N -3.626 0.105 0.528
N -3.107 -1.041 0.095
N -1.163 -0.084 -0.515
O -1.319 -2.352 -0.350
*
```


The following is a quantum chemistry calculation of 2 unconnected molecules or ions with the total composition C8H10N4O at a distorted geometry, from the Open Molecules 2025 dataset.

The energy above the lowest of the compared OMol25 structures with the same formula, charge and spin comes out at 129.6 kcal/mol. As for the LUMO energy: -0.41 eV. Its orbital gap is 0.3150 hartree.

Geometry as ORCA input:
```
! RIJCOSX wB97M-V def2-TZVPD def2/J DEFGRID3
* xyz 0 1
C 2.871 0.435 0.897
C 2.340 -0.782 0.163
C 1.401 -0.584 -1.032
C 0.003 -0.082 -0.655
C -0.568 1.185 -0.984
C -2.543 0.746 -0.176
C -4.243 -0.116 0.682
C -0.975 -1.010 -0.356
H 1.889 1.871 2.088
H 3.188 0.075 1.922
H 3.731 0.918 0.212
H 2.021 -1.911 0.730
H 3.108 -1.233 -0.459
H 1.193 -1.655 -1.313
H 2.190 -0.044 -1.732
H 0.097 1.983 -1.387
H -5.270 -0.098 0.882
H -0.903 -2.079 -0.424
N -1.753 1.703 -0.702
N -3.824 1.052 0.176
N -3.372 -1.137 0.560
N -2.233 -0.595 0.106
O 1.650 1.357 0.802
*
```


The following is a quantum chemistry calculation of a gas-phase ion, C8H10N4S (charge +2) at a distorted geometry, from the Open Molecules 2025 dataset.

The energy above the lowest of the compared OMol25 structures with the same formula, charge and spin comes out at 101.2 kcal/mol. As for the LUMO energy (alpha / beta): -10.02 / -10.02 eV. Its orbital gap (alpha / beta) is 0.2355 / 0.2355 hartree. The SMILES is C[N@+]12/C(=[N+]3/C=CN=C3)[C@H]1C=[NH+][C@H]2[S-].

Geometry as ORCA input:
```
! RIJCOSX wB97M-V def2-TZVPD def2/J DEFGRID3
* xyz 2 1
C -1.288 2.078 -2.717
C -0.712 2.016 -1.475
C -1.448 0.071 -2.011
C 0.459 0.319 2.494
C 0.687 0.577 1.114
C 0.035 -1.648 1.472
C -0.304 0.234 0.116
C 1.729 -1.228 -0.469
N -1.815 0.823 -2.994
N -0.764 0.755 -0.984
N 0.185 -0.920 2.715
N 0.617 -0.780 0.459
S -1.780 -1.526 0.963
H -1.567 2.940 -3.357
H -0.028 2.753 -0.937
H -1.775 -1.017 -2.004
H 0.336 0.978 3.371
H 1.492 1.294 0.896
H 0.460 -2.724 1.485
H 1.412 -0.804 -1.438
H 2.613 -0.732 -0.047
H 1.694 -2.326 -0.376
H -0.238 -1.132 3.726
*
```


The following is a quantum chemistry calculation of 3 unconnected molecules or ions with the total composition C8H10N6 at a distorted geometry, from the Open Molecules 2025 dataset.

The energy above the lowest of the compared OMol25 structures with the same formula, charge and spin comes out at 153.2 kcal/mol. As for the LUMO energy: -0.15 eV. Its orbital gap is 0.2595 hartree.

Geometry as ORCA input:
```
! RIJCOSX wB97M-V def2-TZVPD def2/J DEFGRID3
* xyz 0 1
C 0.967 0.249 -1.436
C 0.522 0.681 1.024
C 0.472 1.563 2.206
C -0.512 1.287 3.197
C -1.494 0.181 3.086
C -1.481 -0.504 2.026
C -0.484 -0.357 0.952
C 0.030 -0.924 -1.337
H 1.297 2.390 -2.660
H 2.480 1.824 -3.546
H 1.987 1.554 -0.321
H 1.361 2.295 2.393
H -0.249 1.612 4.198
H -2.273 -0.014 3.696
H -2.290 -1.339 2.024
H -1.310 -1.953 0.036
H 0.299 -3.495 -2.279
H -1.941 -2.718 -3.199
N 2.035 1.737 -2.592
N 1.382 0.496 -2.631
N 1.185 0.880 -0.170
N -0.585 -1.230 -0.102
N -0.417 -1.488 -2.437
N -0.983 -2.730 -2.126
*
```


The following is a quantum chemistry calculation of 2 unconnected molecules or ions with the total composition C8H10NO at a distorted geometry, from the Open Molecules 2025 dataset.

The energy above the lowest of the compared OMol25 structures with the same formula, charge and spin comes out at 52.3 kcal/mol. As for the LUMO energy: -4.28 eV. Its orbital gap is 0.3481 hartree.

Geometry as ORCA input:
```
! RIJCOSX wB97M-V def2-TZVPD def2/J DEFGRID3
* xyz 1 1
C -3.507 -0.060 -0.327
C -3.018 1.227 -0.542
C -2.755 -1.071 0.241
C -1.712 1.527 -0.289
C -1.482 -0.639 0.665
C 1.311 1.102 0.372
C 2.848 0.043 -0.923
C 1.821 -0.167 0.181
N -1.016 0.582 0.363
O 1.236 2.257 0.374
H -4.417 -0.389 -0.816
H -3.666 1.830 -1.003
H -3.147 -1.990 0.520
H -1.208 2.509 -0.341
H -0.787 -1.225 1.162
H 2.300 0.115 -1.832
H 3.399 -0.982 -0.903
H 3.559 0.989 -0.835
H 2.376 -0.454 1.066
H 1.023 -0.945 0.006
*
```